Here is a structure of composition C22H41BiClNOP3 at a distorted geometry from the OMol25 dataset. Energies are from wB97M-V/def2-TZVPD.

```
! wB97M-V def2-TZVPD RIJCOSX def2/J DEFGRID3
* xyz 3 1
Bi -0.01060 0.13150 0.23209
P 1.90765 -1.17899 2.25070
P 1.82341 2.18969 0.42536
P -0.87090 -2.65607 0.15312
H -0.17516 2.59728 -6.63562
C -1.09113 2.01100 -6.45745
C -1.98146 2.33277 -5.50891
H -1.79532 3.13653 -4.79884
C 3.41424 -2.16517 1.83580
C 2.68739 0.02831 3.39689
C 1.13557 -2.26099 3.52028
C 1.26841 3.43577 -0.78268
C 1.81908 3.09805 2.01321
C 3.55618 1.84604 -0.04407
C -2.16158 -2.52400 -1.13276
C -1.71529 -3.43515 1.57802
C 0.26413 -3.94795 -0.48375
H -1.27239 1.15475 -7.13553
H -2.96187 1.83268 -5.47525
H 3.85905 -2.51122 2.78180
H 4.14393 -1.54210 1.29528
H 3.14369 -3.03205 1.21485
H 3.44885 -0.49032 3.99567
H 1.92438 0.44360 4.06894
H 3.17965 0.84341 2.85352
H 1.85970 -3.02012 3.84669
H 0.24536 -2.76938 3.13588
H 0.83988 -1.65425 4.38626
H 1.89684 4.33706 -0.74874
H 0.22974 3.71265 -0.56135
H 1.27622 2.99959 -1.78954
H 2.41806 4.01630 1.91541
H 2.22897 2.48695 2.82615
H 0.78006 3.35454 2.27096
H 4.11974 2.78302 -0.17064
H 3.55569 1.29340 -0.99522
H 4.04510 1.22628 0.72092
H -2.72273 -3.46290 -1.23849
H -1.70983 -2.26342 -2.09869
H -2.85654 -1.71639 -0.86150
H -2.47452 -4.14574 1.22179
H -2.20661 -2.64829 2.16845
H -0.99298 -3.96884 2.20962
H -0.30068 -4.78069 -0.92776
H 0.89574 -4.33355 0.32955
H 0.91614 -3.50589 -1.24989
C -0.62046 0.67249 -3.17301
C 0.46523 0.24236 -4.01151
C 0.32098 -0.88162 -4.81158
C -0.90310 -1.56280 -4.86353
C -2.02622 -1.03108 -4.21001
C -1.92635 0.17065 -3.53622
O -0.46745 1.41227 -2.12760
H 1.06845 -0.51494 -1.09975
H 1.37960 0.83943 -4.00013
H 1.17191 -1.23442 -5.40257
H -0.98177 -2.52410 -5.36967
H -2.98885 -1.54750 -4.23066
H -2.79812 0.75656 -3.23243
Cl -3.16773 4.44572 3.46037
C -2.73488 2.79957 3.60319
C -3.07653 2.08652 4.75141
C -2.70218 0.75143 4.84653
C -1.98341 0.18153 3.78655
N -1.63804 0.87988 2.70159
C -2.00534 2.16778 2.58600
H -3.62041 2.60288 5.52930
H -2.95495 0.16519 5.72297
H -1.67693 -0.86937 3.84016
H -1.71672 2.71386 1.69003
*
```

Properties
**Kohn-Sham gap (alpha / beta)**: 3.458 / 3.559 eV
**DFT total energy**: -73216.10957 eV
**LUMO energy (alpha / beta)**: -12.7 / -12.6 eV
**F_max**: 4.54 eV Å⁻¹